The following is a quantum chemistry calculation of a 2-piece molecular cluster, C2H2O5S overall in a non-equilibrium geometry, from the Open Molecules 2025 dataset.

Results
net charge: -2
total energy: -851.70691 a.u.
energy relative to the best compared isomer or geometry (same formula, charge and spin): 237.5 kJ/mol
HOMO: 0.84 eV

Last column: Mulliken charge in e.
Atoms and positions in Å:
C  0.8325  0.0321  1.2870  0.297
C  -0.2095  -0.4283  0.2853  -0.115
O  1.9610  0.3085  0.6946  -0.709
O  -1.8660  -2.7972  -0.0309  -0.648
O  0.5696  0.1673  2.4739  -0.654
O  0.3930  -2.8123  0.9687  -0.617
O  0.3739  -0.5391  -0.9247  -0.563
S  -0.9327  -2.1103  0.9197  0.360
H  -1.2592  0.8679  0.2379  0.218
H  1.3486  -0.0596  -0.4376  0.433

Atomic forces in eV per Å
0.43 0.91 0.67
-2.18 0.92 -1.90
-0.91 -0.31 -0.27
0.18 0.66 -0.69
0.17 0.06 0.38
-0.01 0.00 -0.21
1.21 1.17 1.22
-0.34 -0.17 1.57
1.68 -2.60 0.40
-0.24 -0.65 -1.17